Record 1
Molecular formula: C21H23F2N3O
Method: DFT, wB97M-V/def2-TZVPD

Output
- HOMO-LUMO gap (eV) = 8.75
- structure (SMILES) = O=C(CN1CCN(C/C=C/c2ccccc2)CC1)Nc1ccc(F)cc1F
- total charge = 0
- largest force on an atom (eV Å⁻¹) = 18.64
- energy relative to the best compared isomer or geometry (same formula, charge and spin) (kcal/mol) = 385.3
- molecular weight (g mol⁻¹) = 371.43
- E_HOMO (eV) = -8.5

Atoms and positions in Å:
O  1.056  3.933  -2.332
C  0.183  3.068  -1.823
C  -1.070  3.645  -1.426
N  -1.757  2.709  -0.428
C  -3.070  2.528  -0.417
C  -3.426  1.061  0.405
N  -2.802  1.468  1.817
C  -3.340  0.405  2.594
C  -2.644  -0.916  2.363
C  -1.588  -1.552  2.769
C  -0.976  -2.710  2.431
C  -1.895  -3.996  1.546
C  -1.341  -5.050  1.418
C  -0.083  -5.060  1.590
C  0.893  -4.340  2.125
C  0.305  -2.887  2.577
C  -1.425  1.631  1.710
C  -0.961  2.863  0.825
N  0.484  1.672  -1.595
C  1.618  1.091  -1.819
C  2.603  1.651  -2.574
C  3.935  0.916  -2.608
C  3.981  -0.276  -2.017
F  5.105  -1.295  -2.395
C  2.800  -1.046  -1.561
C  1.726  -0.212  -1.435
F  0.578  -0.660  -0.658
H  -1.775  3.374  -2.459
H  -1.000  4.626  -1.185
H  -3.563  2.315  -1.382
H  -3.741  3.369  0.081
H  -4.432  1.073  0.329
H  -3.090  0.284  0.026
H  -3.010  0.609  3.549
H  -4.261  0.515  2.954
H  -3.333  -1.663  1.648
H  -1.111  -0.851  3.417
H  -3.041  -3.552  1.600
H  -1.891  -5.798  0.964
H  0.441  -6.127  1.150
H  1.922  -4.448  2.255
H  0.828  -2.193  3.066
H  -1.087  1.936  2.699
H  -0.999  0.904  1.323
H  -0.092  3.074  0.978
H  -1.385  3.867  1.361
H  -0.325  1.349  -1.289
H  2.865  2.535  -2.848
H  4.625  1.250  -3.185
H  3.017  -2.100  -1.087

Cartesian forces (eV/Å) of the 3 atoms listed first:
-3.7 -4.4 2.2
7.5 2.5 -2.3
-5.5 -6.4 -2.7

Atomic partial charges in e from the Mulliken method, atoms 1 to 6: -0.669, 0.407, -0.587, 0.442, -0.914, -1.431

---

Record 2
Molecular formula: C21H23FIrN4OSi
Method: DFT, wB97M-V/def2-TZVPD

Output
- HOMO-LUMO gap (spin up / spin down) (eV) = 5.77 / 6.92
- total charge = +2
- largest force on an atom (eV Å⁻¹) = 1.23
- energy relative to the best compared isomer or geometry (same formula, charge and spin) (kcal/mol) = 14.0
- molecular weight (g mol⁻¹) = 586.74
- E_HOMO (spin up / spin down) (eV) = -14.6 / -15.7
- 2S+1 = 2

Atoms and positions in Å:
Ir  -0.079  0.034  -0.338
O  -3.454  -0.574  1.622
C  -2.459  -0.701  0.981
N  -1.666  0.399  0.534
C  -1.990  1.753  0.954
C  -0.802  2.631  0.662
C  -0.764  3.967  1.013
C  0.370  4.707  0.728
C  1.447  4.087  0.105
C  1.348  2.754  -0.222
N  0.241  2.038  0.041
C  -1.872  -2.011  0.542
C  -2.496  -3.207  0.803
C  -1.865  -4.380  0.403
C  -0.629  -4.301  -0.220
C  -0.063  -3.058  -0.451
N  -0.679  -1.932  -0.089
H  -2.266  1.770  2.011
H  -2.862  2.106  0.393
H  -1.615  4.413  1.510
H  0.419  5.754  0.995
H  2.351  4.629  -0.129
H  2.157  2.225  -0.704
H  -3.449  -3.202  1.315
H  -2.328  -5.340  0.584
H  -0.102  -5.191  -0.532
H  0.899  -2.951  -0.933
C  3.237  -0.517  -3.896
Si  1.675  -0.271  -2.928
C  0.447  -1.591  -3.384
C  0.992  1.420  -3.310
N  1.816  -0.373  -1.051
C  2.905  -0.645  -0.314
C  4.214  -0.823  -0.875
C  5.309  -1.083  -0.101
C  5.184  -1.191  1.292
C  3.942  -1.038  1.895
C  2.847  -0.778  1.115
F  1.646  -0.648  1.721
H  2.926  -0.440  -4.943
H  3.688  -1.502  -3.774
H  3.991  0.253  -3.731
H  0.226  -1.448  -4.446
H  -0.503  -1.515  -2.852
H  0.834  -2.605  -3.274
H  0.719  1.403  -4.370
H  1.727  2.217  -3.186
H  0.090  1.689  -2.763
H  4.328  -0.738  -1.941
H  6.278  -1.205  -0.563
H  6.053  -1.397  1.902
H  3.814  -1.123  2.966

Cartesian forces (eV/Å) of the 3 atoms listed first:
-0.6 0.1 0.8
0.0 0.2 0.0
-0.3 -0.6 0.1

Atomic partial charges in e from the Mulliken method, atoms 1 to 6: 0.186, -0.505, 0.024, 0.381, -0.553, 0.376

---

Record 3
Molecular formula: C21H23FN2O2
Method: DFT, wB97M-V/def2-TZVPD

Output
- HOMO-LUMO gap (eV) = 8.14
- structure (SMILES) = Cc1ccc(C(=O)CCC(=O)N2CCN(c3ccc(F)cc3)CC2)cc1
- total charge = 0
- largest force on an atom (eV Å⁻¹) = 0.62
- energy relative to the best compared isomer or geometry (same formula, charge and spin) (kcal/mol) = 28.8
- molecular weight (g mol⁻¹) = 354.43
- E_HOMO (eV) = -7.7

Atoms and positions in Å:
C  9.308  0.109  1.124
C  7.858  0.266  0.793
C  7.447  1.113  -0.231
C  6.108  1.268  -0.519
C  5.133  0.578  0.204
C  3.716  0.786  -0.171
O  3.394  1.601  -1.012
C  2.686  -0.069  0.536
C  1.287  0.168  -0.022
C  0.255  -0.612  0.773
O  0.551  -1.254  1.764
N  -1.019  -0.578  0.311
C  -1.536  0.218  -0.777
C  -2.575  1.223  -0.243
N  -3.640  0.532  0.452
C  -4.756  0.098  -0.251
C  -5.349  -1.151  -0.032
C  -6.499  -1.527  -0.701
C  -7.069  -0.657  -1.609
F  -8.188  -1.028  -2.275
C  -6.518  0.589  -1.845
C  -5.377  0.959  -1.165
C  -3.094  -0.253  1.539
C  -2.064  -1.273  1.039
C  5.544  -0.269  1.234
C  6.887  -0.416  1.519
H  9.930  0.309  0.255
H  9.586  0.814  1.908
H  9.517  -0.895  1.488
H  8.186  1.652  -0.806
H  5.784  1.923  -1.314
H  2.952  -1.122  0.435
H  2.695  0.167  1.603
H  1.061  1.236  0.025
H  1.260  -0.138  -1.070
H  -0.737  0.750  -1.288
H  -2.031  -0.449  -1.496
H  -2.967  1.804  -1.074
H  -2.088  1.904  0.464
H  -4.918  -1.854  0.661
H  -6.946  -2.493  -0.528
H  -6.988  1.259  -2.546
H  -4.977  1.947  -1.334
H  -3.897  -0.741  2.090
H  -2.592  0.443  2.221
H  -1.596  -1.798  1.872
H  -2.540  -1.997  0.369
H  4.821  -0.813  1.821
H  7.191  -1.075  2.320

Cartesian forces (eV/Å) of the 3 atoms listed first:
0.0 0.0 0.1
-0.1 0.0 0.0
0.0 0.0 0.1

Atomic partial charges in e from the Mulliken method, atoms 1 to 6: -1.423, 0.980, -0.541, -0.690, 0.464, 0.498

---

Record 4
Molecular formula: C21H23FN6O3S
Method: DFT, wB97M-V/def2-TZVPD

Output
- HOMO-LUMO gap (eV) = 9.08
- structure (SMILES) = CC1CCN(S(=O)(=O)c2ccc(NC(=O)Cn3nnc(-c4ccccc4F)n3)cc2)CC1
- total charge = 0
- largest force on an atom (eV Å⁻¹) = 1.24
- energy relative to the best compared isomer or geometry (same formula, charge and spin) (kcal/mol) = 1.2
- molecular weight (g mol⁻¹) = 458.52
- E_HOMO (eV) = -9.1

Atoms and positions in Å:
C  -2.429  -5.111  4.642
C  -2.122  -4.416  3.320
C  -0.708  -4.750  2.837
C  -0.431  -4.075  1.496
N  -1.425  -4.489  0.536
S  -1.029  -4.270  -1.063
O  0.300  -4.772  -1.246
O  -2.096  -4.816  -1.847
C  -1.000  -2.490  -1.280
C  0.189  -1.808  -1.103
C  0.206  -0.431  -1.211
C  -0.974  0.263  -1.488
N  -0.887  1.653  -1.597
C  -1.890  2.554  -1.703
O  -3.072  2.319  -1.753
C  -1.371  4.007  -1.813
N  -0.260  4.294  -0.966
N  -0.262  5.227  -0.048
N  0.882  5.209  0.524
C  1.604  4.235  -0.063
C  2.962  3.861  0.268
C  3.631  2.917  -0.513
C  4.927  2.544  -0.219
C  5.584  3.109  0.864
C  4.941  4.046  1.653
C  3.642  4.414  1.354
F  3.043  5.317  2.141
N  0.888  3.642  -1.020
C  -2.168  -0.434  -1.662
C  -2.172  -1.814  -1.557
C  -2.776  -4.149  0.912
C  -3.120  -4.828  2.235
H  -1.722  -4.804  5.409
H  -2.364  -6.191  4.528
H  -3.432  -4.862  4.981
H  -2.194  -3.332  3.466
H  -0.616  -5.829  2.713
H  0.031  -4.420  3.568
H  0.537  -4.376  1.097
H  -0.443  -2.978  1.622
H  1.087  -2.370  -0.903
H  1.130  0.114  -1.081
H  0.057  2.035  -1.523
H  -1.090  4.173  -2.860
H  -2.179  4.690  -1.544
H  3.115  2.491  -1.359
H  5.429  1.815  -0.835
H  6.598  2.821  1.094
H  5.430  4.499  2.501
H  -3.075  0.104  -1.878
H  -3.077  -2.379  -1.711
H  -3.425  -4.501  0.109
H  -2.889  -3.057  1.015
H  -3.077  -5.909  2.098
H  -4.135  -4.556  2.528

Cartesian forces (eV/Å) of the 3 atoms listed first:
0.0 0.3 -0.2
0.0 -0.4 0.1
-0.2 0.4 -0.2

Atomic partial charges in e from the Mulliken method, atoms 1 to 6: -1.724, 0.635, -0.996, -0.547, 0.071, 1.247